1.
{"formula": "C6H10S", "method": "wB97M-V/def2-TZVPD", "symbols": ["C", "C", "C", "C", "C", "C", "S", "H", "H", "H", "H", "H", "H", "H", "H", "H", "H"], "coordinates": [[-1.8249, 0.9550, -1.6781], [-0.5068, 1.1301, -0.9167], [0.2364, -0.1576, -0.5982], [0.6164, -0.5114, 0.6846], [1.4833, -1.7666, 0.9106], [0.3740, 0.1694, 1.9467], [1.3787, 1.1604, 2.7176], [-2.4452, 0.2336, -1.1522], [-1.5504, 0.5076, -2.6311], [-2.4550, 1.8242, -1.9509], [-0.5548, 1.5913, 0.0481], [0.2360, 1.7314, -1.5406], [0.5322, -0.8202, -1.3722], [1.3513, -2.5453, 0.1959], [1.2066, -2.0875, 1.9360], [2.5027, -1.3369, 0.9176], [-0.5806, -0.0772, 2.4831]], "nbo_charge": [-0.6090, -0.4325, -0.1500, -0.0907, -0.6181, -0.2997, 0.0842, 0.2061, 0.2032, 0.2189, 0.2077, 0.2089, 0.1954, 0.2231, 0.2117, 0.2308, 0.2100], "relative_energy_ev": 1.989, "lumo_energy_ha": -0.009, "e_homo_ev": -8.8, "orbital_gap_ev": 8.543, "e_tot_ha": -632.7364}

=====

2.
{"formula": "C3H9N2O", "method": "wB97M-V/def2-TZVPD", "symbols": ["O", "C", "N", "C", "N", "C", "H", "H", "H", "H", "H", "H", "H", "H", "H"], "coordinates": [[1.3445, -0.7087, 0.6669], [0.3581, -1.0792, 0.0124], [0.0535, -2.3654, 0.1921], [-0.5866, -0.0511, -0.5672], [0.0339, 1.3091, -0.1216], [-0.9793, 2.3957, -0.1119], [1.0413, -2.9179, 0.6153], [-0.7314, -2.8476, -0.3047], [-0.7248, 0.0143, -1.7477], [-1.5099, -0.0073, -0.0618], [0.5792, 1.6168, -0.9619], [0.6033, 1.2313, 0.7390], [-0.6623, 3.2573, 0.7601], [-1.9570, 2.1589, 0.1108], [-0.7598, 2.9658, -0.9777]], "nbo_charge": [-0.2449, 0.5518, -0.3637, -0.3327, -0.5113, -0.4581, 0.5394, 0.4804, 0.3233, 0.2796, 0.4684, 0.4767, 0.2893, 0.2516, 0.2502], "relative_energy_ev": 2.681, "lumo_energy_ha": [-0.350, -0.530], "e_homo_ev": [-21.3, -21.3], "orbital_gap_ev": [11.775, 6.869], "e_tot_ha": -303.6207, "spin_multiplicity": 2, "charge": 2}

=====

3.
{"formula": "C4H12", "method": "wB97M-V/def2-TZVPD", "symbols": ["C", "C", "H", "H", "H", "H", "H", "H", "C", "C", "H", "H", "H", "H", "H", "H"], "coordinates": [[-1.3810, 0.9938, -2.4631], [-1.0522, 1.2995, -1.0045], [-1.3706, 1.8338, -3.0947], [-0.9102, 0.1129, -2.8563], [-2.5502, 0.7445, -2.5458], [-1.8634, 1.4388, -0.3590], [-0.4732, 0.6744, -0.3893], [-0.4691, 2.1821, -1.0618], [1.3593, -1.8594, 1.4328], [1.2105, -0.3395, 1.8731], [1.0582, -2.1973, 0.4814], [2.3073, -2.4124, 1.6828], [0.5774, -2.4220, 1.9885], [1.2728, 0.4129, 1.1795], [2.0595, -0.2559, 2.6213], [0.2250, -0.2062, 2.5154]], "nbo_charge": [-0.6051, -0.6266, 0.2090, 0.2124, 0.1901, 0.2069, 0.2102, 0.2029, -0.6312, -0.6088, 0.2089, 0.2079, 0.2057, 0.2034, 0.2105, 0.2038], "relative_energy_ev": 1.413, "lumo_energy_ha": 0.039, "e_homo_ev": -11.4, "orbital_gap_ev": 12.442, "e_tot_ha": -159.5330}

=====

4.
{"formula": "C5H5N", "method": "wB97M-V/def2-TZVPD", "symbols": ["C", "C", "C", "C", "C", "N", "H", "H", "H", "H", "H"], "coordinates": [[1.2834, -1.0045, 0.2050], [-0.9693, -0.5899, 0.5619], [-0.0195, -0.9879, -0.4687], [0.9966, 1.1517, 0.0255], [-0.3986, 0.6126, -0.2388], [1.8936, 0.2032, 0.0931], [-1.9599, -0.7568, 0.3981], [-0.5124, -0.5437, 1.6367], [-0.3817, -1.4912, -1.4640], [1.1895, 2.1492, 0.0343], [-1.1216, 1.2574, -0.7831]], "nbo_charge": [0.2328, -0.3659, -0.3506, 0.1519, -0.3409, -0.5017, 0.2259, 0.2400, 0.2826, 0.1925, 0.2335], "relative_energy_ev": 5.369, "lumo_energy_ha": [-0.014, -0.014], "e_homo_ev": [-8.4, -8.4], "orbital_gap_ev": [7.973, 7.972], "e_tot_ha": -248.0777}

=====

5.
{"formula": "C23H24F3NO7S", "method": "wB97M-V/def2-TZVPD", "symbols": ["C", "C", "O", "C", "O", "C", "C", "C", "N", "C", "C", "C", "C", "O", "C", "C", "O", "C", "C", "O", "C", "C", "S", "O", "O", "C", "C", "C", "C", "C", "F", "F", "F", "C", "C", "H", "H", "H", "H", "H", "H", "H", "H", "H", "H", "H", "H", "H", "H", "H", "H", "H", "H", "H", "H", "H", "H", "H", "H"], "coordinates": [[-4.2845, 2.2048, 3.6771], [-4.8868, 1.6425, 2.3974], [-3.8790, 1.3938, 1.4129], [-3.2242, 0.2329, 1.4917], [-3.4571, -0.6118, 2.3245], [-2.2067, 0.0439, 0.4378], [-1.3712, 0.9647, -0.0707], [-1.3872, 2.3997, 0.3982], [-0.0841, 2.9510, 0.6895], [0.6519, 2.4509, 1.8380], [0.9712, 0.9810, 1.7559], [1.9600, 0.5508, 0.8956], [2.1947, -0.8094, 0.6775], [3.1424, -1.0470, -0.2667], [3.5057, -2.3586, -0.6445], [1.4680, -1.7567, 1.4068], [1.7353, -3.1022, 1.2623], [0.6539, -3.9371, 0.8888], [0.5210, -1.3079, 2.3540], [-0.0799, -2.2781, 3.0909], [-1.0065, -1.9100, 4.0896], [0.2541, 0.0465, 2.4921], [0.7366, 3.1425, -0.7343], [2.1015, 3.4771, -0.4777], [-0.0302, 4.0253, -1.5611], [0.6241, 1.5091, -1.4799], [1.5723, 1.2020, -2.4333], [1.5593, -0.0315, -3.0574], [0.5583, -0.9302, -2.7122], [0.4793, -2.2649, -3.4033], [1.6516, -2.6638, -3.9099], [0.0677, -3.2450, -2.5801], [-0.3935, -2.2510, -4.4269], [-0.4012, -0.6162, -1.7629], [-0.3837, 0.6177, -1.1053], [-5.0791, 2.4320, 4.3815], [-3.6170, 1.4744, 4.1284], [-3.7285, 3.1156, 3.4663], [-5.4155, 0.7071, 2.6068], [-5.5639, 2.3599, 1.9309], [-2.1251, -0.9966, 0.1603], [-1.7967, 3.0278, -0.3998], [-2.0178, 2.5119, 1.2794], [0.0611, 2.6730, 2.7313], [1.5726, 3.0361, 1.8601], [2.5649, 1.2599, 0.3545], [3.8676, -2.9386, 0.2051], [2.6755, -2.8900, -1.1162], [4.3066, -2.2287, -1.3722], [-0.1327, -3.9480, 1.6439], [1.0807, -4.9336, 0.7914], [0.2333, -3.6283, -0.0739], [-1.9045, -1.4622, 3.6559], [-0.5572, -1.2281, 4.8173], [-1.2746, -2.8403, 4.5880], [-0.5025, 0.3824, 3.1825], [2.3278, 1.9378, -2.6576], [2.3056, -0.2953, -3.7896], [-1.1682, -1.3426, -1.5474]], "nbo_charge": [-0.6351, -0.0767, -0.5071, 0.7718, -0.6083, -0.2892, 0.0391, -0.2923, -0.6588, -0.2468, -0.0265, -0.2829, 0.2897, -0.5007, -0.2381, 0.1489, -0.5224, -0.2528, 0.3505, -0.5130, -0.2653, -0.3482, 2.3325, -0.9312, -0.9279, -0.3065, -0.1795, -0.1746, -0.0726, 0.9645, -0.3194, -0.3275, -0.3216, -0.1999, 0.0256, 0.2228, 0.2191, 0.2097, 0.2034, 0.1952, 0.2259, 0.2574, 0.2389, 0.2105, 0.2462, 0.2434, 0.1945, 0.1731, 0.1885, 0.1978, 0.1930, 0.1700, 0.2102, 0.1731, 0.1987, 0.2184, 0.2442, 0.2378, 0.2302], "lumo_energy_ha": -0.023, "e_homo_ev": -8.3, "orbital_gap_ev": 7.638, "e_tot_ha": -2170.0296}

=====

6.
{"formula": "C4H9NO2", "method": "wB97M-V/def2-TZVPD", "symbols": ["C", "C", "C", "O", "N", "C", "O", "H", "H", "H", "H", "H", "H", "H", "H", "H"], "coordinates": [[0.5911, 0.1486, 1.6088], [-0.1514, 0.4656, 0.2284], [0.7346, 0.4194, -0.9540], [1.3329, 1.7845, -1.1850], [-1.3743, -0.3533, 0.1315], [-1.4798, -1.4973, -0.6238], [-0.7873, -1.8581, -1.5386], [-0.1473, 0.3015, 2.3984], [1.3775, 0.9117, 1.7214], [1.0215, -0.8871, 1.6884], [-0.5750, 1.5171, 0.2216], [1.5720, -0.3555, -0.8737], [0.0645, 0.1900, -1.7661], [2.0370, 1.5847, -1.7996], [-1.8510, -0.2618, 0.9761], [-2.3651, -2.1101, -0.2336]], "nbo_charge": [-0.6236, -0.0708, -0.0940, -0.7340, -0.6177, 0.5398, -0.6008, 0.1986, 0.2271, 0.2164, 0.2175, 0.1809, 0.2061, 0.4662, 0.3889, 0.0991], "relative_energy_ev": 1.714, "lumo_energy_ha": 0.031, "e_homo_ev": -9.9, "orbital_gap_ev": 10.702, "e_tot_ha": -363.0226}

=====

7.
{"formula": "C4H11NO3", "method": "wB97M-V/def2-TZVPD", "symbols": ["C", "C", "C", "C", "N", "O", "O", "O", "H", "H", "H", "H", "H", "H", "H", "H", "H", "H", "H"], "coordinates": [[1.2081, 0.0637, -0.1446], [-1.2692, -0.3177, 0.2460], [-0.5263, 0.8938, 0.1349], [1.6633, -1.1128, 0.6842], [-2.6442, 1.0448, 0.2053], [1.1245, -0.2707, -1.5270], [2.1477, 1.0967, 0.0204], [-1.3738, -1.2016, -0.7628], [1.8275, 1.8691, -0.4660], [1.9537, -0.7012, -1.7976], [-0.9157, -0.8337, -1.5440], [-1.3660, -0.7806, 1.2234], [-2.9772, 1.0864, 1.1676], [-3.3383, 0.5365, -0.3407], [-0.3712, 1.4609, 1.0446], [-0.5268, 1.4133, -0.8181], [1.6665, -0.8585, 1.7458], [2.6891, -1.4039, 0.4121], [1.0283, -1.9843, 0.5163]], "nbo_charge": [0.4779, 0.2949, -0.3950, -0.6832, -0.9541, -0.7828, -0.7422, -0.6746, 0.4722, 0.4741, 0.5070, 0.1882, 0.3363, 0.3463, 0.2388, 0.2298, 0.2263, 0.2156, 0.2245], "relative_energy_ev": 4.463, "lumo_energy_ha": 0.026, "e_homo_ev": -8.1, "orbital_gap_ev": 8.772, "e_tot_ha": -439.3619}

=====

8.
{"formula": "C24H41F3O3OsP2S", "method": "wB97M-V/def2-TZVPD", "symbols": ["Os", "C", "C", "C", "C", "C", "C", "H", "H", "H", "C", "H", "H", "H", "C", "H", "H", "H", "C", "H", "H", "H", "C", "H", "H", "H", "C", "C", "C", "C", "C", "C", "C", "C", "H", "H", "H", "H", "H", "H", "H", "H", "H", "H", "H", "H", "P", "C", "C", "P", "C", "C", "C", "H", "H", "H", "H", "H", "H", "H", "H", "H", "H", "H", "H", "H", "H", "F", "C", "F", "F", "S", "O", "O", "O"], "coordinates": [[-0.5672, -0.9895, -2.6908], [-0.7808, -2.1660, -0.6177], [0.5390, -2.5642, -1.0818], [0.7330, -0.4779, -0.0659], [-0.6584, -0.8353, -0.0652], [1.4630, -1.6068, -0.5444], [-1.9106, -3.1253, -0.3105], [-2.0062, -3.8757, -1.1055], [-2.8401, -2.5562, -0.1861], [-1.7603, -3.6928, 0.6261], [-1.7085, -0.1144, 0.6937], [-2.7123, -0.3338, 0.2934], [-1.5115, 0.9661, 0.6258], [-1.7164, -0.4019, 1.7599], [1.2650, 0.5811, 0.8492], [1.1684, 0.3061, 1.9151], [0.6855, 1.5072, 0.7271], [2.3404, 0.7546, 0.6802], [2.8998, -1.8576, -0.3365], [3.1063, -2.5161, 0.5342], [3.4367, -0.9198, -0.1365], [3.3231, -2.3603, -1.2223], [0.9036, -3.9767, -1.3621], [1.0092, -4.6251, -0.4765], [1.8709, -3.9993, -1.8679], [0.1520, -4.4569, -1.9932], [-1.5617, 1.5187, -4.5959], [-1.9878, 0.1617, -4.8692], [-1.4020, -0.5868, -6.0184], [-0.1194, -1.4078, -5.6243], [0.4837, -0.8944, -4.3372], [1.0944, 0.3872, -4.4520], [0.8404, 1.5059, -5.4480], [-0.5085, 2.2163, -5.4959], [-1.1632, 0.0909, -6.8749], [0.6584, -1.2387, -6.3830], [-2.1610, -1.3395, -6.3551], [-0.8142, 2.3100, -6.5578], [-2.3688, 2.2630, -4.5689], [-3.0771, -0.0336, -4.6433], [-0.3601, 3.2174, -5.0789], [1.6249, 2.2780, -5.2973], [2.1895, 0.1974, -4.5098], [1.0901, 1.0784, -6.4267], [-0.4246, -2.4558, -5.4675], [1.0804, -1.6893, -3.7779], [-1.1264, 1.2482, -2.8023], [-2.7972, 1.4678, -2.1081], [-2.2064, -1.9467, -3.0790], [1.6996, 1.7770, -1.3699], [0.2480, 2.3387, -2.4324], [3.1465, 1.0242, -2.1578], [2.4259, 3.3111, -0.8435], [-2.6393, 2.2704, -1.3502], [-3.0901, 0.5136, -1.6292], [-3.5223, 1.7066, -2.8913], [-2.6423, -1.8430, -4.0868], [-2.8603, -1.5691, -2.2663], [-2.0715, -3.0472, -2.9354], [2.2103, 4.0316, -1.6401], [3.4932, 3.1095, -0.7185], [1.9844, 3.6262, 0.1163], [-0.2023, 3.1995, -1.9388], [0.7225, 2.6041, -3.3705], [3.8169, 0.6440, -1.3669], [3.6450, 1.8561, -2.6790], [3.0058, 0.1891, -2.8677], [-1.2842, 6.2400, 1.9386], [-1.8108, 5.0817, 1.4872], [-2.0643, 4.2689, 2.5416], [-2.9612, 5.3377, 0.8235], [-0.6028, 4.2052, 0.3555], [-0.3902, 5.1217, -0.7670], [0.5448, 4.0007, 1.2576], [-1.3348, 2.9694, 0.0329]], "mulliken_spin": [1.2447, -0.0976, 0.3733, 0.0882, 0.4253, 0.1037, 0.0265, -0.0004, 0.0000, -0.0030, 0.0148, 0.0041, 0.0099, 0.0119, -0.0674, 0.0415, -0.0869, 0.0203, 0.0055, 0.0109, 0.0027, 0.0050, -0.0137, 0.0189, 0.0019, 0.0089, 0.0047, 0.0462, 0.0025, 0.1358, 0.0912, 0.5547, 0.0301, 0.0139, 0.0045, -0.0086, -0.0012, -0.0015, 0.0063, -0.0008, -0.0027, 0.0088, -0.0500, 0.0253, 0.0067, -0.0271, 0.0284, 0.0029, 0.0659, 0.5414, 0.1358, 0.1120, 0.0580, -0.0006, -0.0087, 0.0006, 0.0150, -0.0056, 0.0097, 0.0086, 0.0005, 0.0074, 0.0202, 0.0275, -0.0042, 0.0293, -0.0353, 0.0000, 0.0001, 0.0001, 0.0000, 0.0013, 0.0006, 0.0016, 0.0001], "lumo_energy_ha": [-0.302, -0.330], "e_homo_ev": [-13.9, -14.4], "orbital_gap_ev": [5.664, 5.424], "e_tot_ha": -2635.0373, "spin_multiplicity": 5, "charge": 2}

=====

9.
{"formula": "C2H7N5", "method": "wB97M-V/def2-TZVPD", "symbols": ["N", "C", "N", "H", "H", "H", "H", "C", "N", "N", "N", "H", "H", "H"], "coordinates": [[-0.8107, -0.4039, 1.4249], [0.3094, -0.5346, 0.6141], [1.2443, 0.5013, 0.8269], [-1.4068, -1.1904, 1.6061], [-0.8703, 0.3882, 2.0388], [2.0999, 0.3480, 0.3082], [0.7835, -1.5218, 0.6352], [-0.6978, 1.8156, -1.2231], [-0.1222, -0.4547, -0.9615], [-0.8657, 0.5594, -1.2312], [0.3905, -1.2057, -1.8668], [0.7556, -2.0355, -1.3901], [0.8580, 1.4069, 0.5436], [-1.6676, 2.3270, -1.3252]], "nbo_charge": [-0.8417, 0.2749, -0.8200, 0.3969, 0.4027, 0.3828, 0.1747, -0.1770, 0.1011, -0.2779, -0.4582, 0.3075, 0.3948, 0.1393], "relative_energy_ev": 5.059, "lumo_energy_ha": [0.013, 0.016], "e_homo_ev": [-7.2, -7.3], "orbital_gap_ev": [7.566, 7.689], "e_tot_ha": -354.0055}

=====

10.
{"formula": "C4H7N2O2", "method": "wB97M-V/def2-TZVPD", "symbols": ["C", "C", "N", "O", "C", "O", "C", "N", "H", "H", "H", "H", "H", "H", "H"], "coordinates": [[1.1340, 0.2811, -0.3755], [0.0824, 1.4325, -0.4991], [-0.9160, 1.1097, 0.5170], [-2.3112, 0.6398, 0.0695], [-1.6842, -0.4595, 0.0658], [-1.1104, -1.1984, -0.9093], [-0.5983, -1.3827, 0.4255], [0.7071, -0.6970, 0.7537], [1.1577, -0.2883, -1.4565], [2.1799, 0.4791, -0.1827], [0.4837, 2.3223, -0.1063], [-0.3545, 1.6252, -1.4457], [-0.8494, -2.3913, 0.5873], [1.5247, -1.3035, 0.9248], [0.5545, -0.1692, 1.6317]], "nbo_charge": [-0.2462, -0.3166, -0.2426, -0.2863, 0.6642, -0.4018, 0.1609, -0.5428, 0.2667, 0.2473, 0.2509, 0.2521, 0.2607, 0.4558, 0.4777], "relative_energy_ev": 7.526, "lumo_energy_ha": [-0.150, -0.150], "e_homo_ev": [-13.7, -13.7], "orbital_gap_ev": [9.639, 9.640], "e_tot_ha": -416.0832, "charge": 1}

=====

11.
{"formula": "C4H6N2O2", "method": "wB97M-V/def2-TZVPD", "symbols": ["C", "C", "N", "C", "O", "N", "C", "O", "H", "H", "H", "H", "H", "H"], "coordinates": [[0.4419, 0.2407, 1.7229], [0.1396, -0.3356, 0.3898], [0.1252, -1.6571, 0.1009], [-0.2044, -2.1168, -1.0757], [-0.1472, -1.6256, -2.2828], [-0.3598, 0.5047, -0.5495], [-0.1995, 1.9652, -0.6947], [-0.0775, 2.7516, 0.1873], [-0.4621, 0.7813, 2.0553], [0.5407, -0.6154, 2.4885], [1.2216, 1.1190, 1.7838], [-0.7651, -3.1725, -0.9747], [-0.2553, -0.0839, -1.3329], [0.0018, 2.2443, -1.8183]], "nbo_charge": [-0.7139, 0.5595, -0.5937, 0.5079, -0.6460, -0.6556, 0.5611, -0.5158, 0.2597, 0.2551, 0.2745, 0.1274, 0.4355, 0.1442], "relative_energy_ev": 2.139, "lumo_energy_ha": -0.015, "e_homo_ev": -10.1, "orbital_gap_ev": 9.663, "e_tot_ha": -415.9620}

=====

12.
{"formula": "C6H12N2", "method": "wB97M-V/def2-TZVPD", "symbols": ["C", "C", "C", "N", "C", "N", "H", "H", "H", "H", "H", "H", "C", "C", "H", "H", "H", "H", "H", "H"], "coordinates": [[-0.3904, 2.4745, -0.2421], [0.1635, 1.1819, -0.7395], [1.4553, 0.7741, -0.5063], [1.5602, -0.4298, -1.1328], [0.3698, -0.7162, -1.7066], [-0.4783, 0.2725, -1.5328], [0.0601, 3.3329, -0.7482], [-0.1845, 2.6110, 0.8166], [-1.4659, 2.5651, -0.4017], [2.3221, 1.2721, -0.0984], [2.3677, -1.0235, -1.2056], [0.3133, -1.4394, -2.5038], [-1.8881, -1.5658, 2.3935], [-0.3583, -1.5730, 2.3556], [-2.3748, -1.9565, 1.4941], [-2.2506, -2.1628, 3.2224], [-2.2279, -0.5239, 2.3804], [0.0086, -1.1238, 3.2684], [-0.0676, -1.0050, 1.4706], [0.0213, -2.5795, 2.1601]], "nbo_charge": [-0.6399, 0.0943, -0.1252, -0.5092, 0.1445, -0.4544, 0.2171, 0.2180, 0.2308, 0.2164, 0.4140, 0.1955, -0.6051, -0.6085, 0.2036, 0.1983, 0.2027, 0.2026, 0.2064, 0.1982], "relative_energy_ev": 0.294, "lumo_energy_ha": 0.033, "e_homo_ev": -8.6, "orbital_gap_ev": 9.456, "e_tot_ha": -345.3171}